# 1
Computed, not measured: a 2-piece molecular cluster, C33H34NO overall, with wB97M-V/def2-TZVPD.

The geometry in XYZ format:
```
69
Properties=species:S:1:pos:R:3:forces:R:3:mulliken_charge:R:1
C 0.681 3.098 1.298 0.5 1.0 0.0 0.50
C 2.678 -0.008 -1.586 -0.6 -0.5 0.4 0.95
C 3.235 1.805 -2.963 -1.8 -1.2 0.9 -0.80
H -0.026 3.976 -0.559 0.2 0.1 0.2 0.40
C 0.658 -1.474 -1.278 -1.4 -0.4 0.2 0.98
C 0.434 0.614 1.714 0.3 -0.5 -0.3 0.34
C -0.340 -0.522 -1.584 0.3 -0.5 -0.3 -0.62
H -1.253 -2.361 2.166 0.2 0.2 0.0 0.50
C 1.805 7.178 2.351 0.2 0.2 0.2 -1.33
H -1.481 -5.036 -0.530 0.0 0.1 -0.1 0.29
C -1.621 -0.871 -1.964 0.3 -0.7 0.2 -0.15
C 1.474 4.765 2.914 0.2 -0.4 0.1 -1.04
H 2.281 -0.900 4.175 -0.1 0.1 -0.3 0.37
H 1.250 2.692 3.359 -0.1 0.3 -0.1 0.63
H 2.463 7.124 3.227 -0.2 0.1 -0.2 0.38
C -2.586 0.193 -2.387 -0.3 0.6 -0.1 -0.72
C -0.501 -1.585 2.287 0.3 -0.1 0.5 -0.68
C -3.869 -0.357 -3.008 0.0 0.0 -0.1 -0.98
C 0.534 -1.781 3.243 -0.1 -0.2 0.2 1.03
H 0.995 -3.586 -0.984 -0.2 0.0 0.0 0.48
C 1.506 -0.769 3.425 -0.2 -0.1 0.0 -0.71
N -3.288 -2.596 -2.234 -0.4 -0.1 -0.3 -0.05
H -2.830 0.830 -1.523 0.0 -0.1 -0.1 0.26
H -3.686 -0.598 -4.061 -0.1 0.0 0.1 0.33
H 3.166 2.625 -3.679 0.0 -0.4 0.2 0.45
H -4.704 -4.055 -2.520 0.2 -0.1 0.2 0.42
C 0.435 4.194 0.407 -0.1 -0.4 0.0 -0.55
H 5.447 1.748 -2.479 -0.4 -0.2 0.1 0.44
C -4.338 -1.602 -2.285 0.1 0.3 0.1 -0.65
H 2.246 1.117 2.807 0.0 -0.2 -0.2 0.71
O 0.537 -2.942 3.942 0.2 1.2 -0.3 -0.42
H 1.329 -4.076 5.403 0.1 0.2 0.0 0.26
H -0.093 0.536 -1.548 0.0 -0.3 -0.1 0.39
C 4.106 0.275 -1.466 0.8 1.1 -0.9 -1.24
C -1.998 -2.243 -1.943 0.4 0.2 0.3 1.00
H -4.659 0.395 -2.970 0.0 0.0 -0.1 0.39
C 0.377 1.773 0.889 -0.9 0.2 1.4 0.26
H -0.639 -5.260 -2.062 0.0 0.0 0.2 0.41
H -4.063 -3.989 -0.865 0.0 0.0 -0.1 0.28
H -3.140 -5.945 -1.984 0.2 0.0 0.0 0.39
H 0.516 6.321 0.070 0.1 -0.3 0.1 0.41
H -2.097 0.847 -3.124 -0.1 -0.1 0.2 0.38
C 4.448 1.338 -2.317 -0.4 -1.5 1.5 -0.42
C 1.472 -3.058 5.044 -0.1 0.0 -0.2 -0.86
H -4.674 -1.344 -1.263 0.0 0.0 -0.1 0.27
H -0.162 1.683 -0.051 0.1 0.0 0.1 -0.03
C 0.731 5.499 0.756 0.1 0.1 -0.2 -0.72
C 1.340 5.801 1.985 -0.3 -0.1 0.0 0.91
H 1.864 5.003 3.904 -0.1 -0.1 -0.2 0.35
C -1.423 -4.677 -1.568 -0.1 -0.7 0.1 -0.86
C -1.035 -3.230 -1.578 -0.2 0.7 -0.1 0.49
H 2.631 -1.799 -0.453 0.0 0.0 -0.1 0.39
H -5.188 -2.058 -2.802 0.1 0.2 0.1 0.44
C -3.786 -3.918 -1.934 0.1 -0.2 0.2 -0.65
H 1.237 -2.336 5.842 0.0 -0.2 -0.3 0.36
H -1.331 -0.285 0.824 0.1 -0.1 0.1 0.58
C 0.248 -2.835 -1.240 0.3 0.8 -0.2 -1.36
H -2.596 -4.981 -3.357 0.0 0.0 0.1 0.31
C 2.164 1.013 -2.510 1.0 1.0 -1.2 -0.46
C 1.157 3.460 2.597 -0.1 -0.2 -0.1 -0.49
C -0.539 -0.426 1.556 0.3 0.1 -0.4 -0.57
H 1.151 1.019 -2.911 0.5 0.2 0.0 0.55
C -2.750 -4.968 -2.273 0.0 0.0 -0.1 -0.87
C 2.022 -1.108 -1.036 1.4 1.6 -0.8 -0.75
C 1.460 0.382 2.666 -0.1 0.0 0.3 -0.73
H 4.754 -0.321 -0.827 0.0 0.3 -0.2 0.39
H 2.374 7.645 1.540 -0.2 -0.1 0.0 0.37
H 2.510 -2.911 4.709 -0.4 -0.2 0.1 0.35
H 0.983 7.861 2.606 0.0 -0.3 -0.1 0.30
```
Forces are in eV/Å.

## Properties
- Total charge: +1


# 2
Computed, not measured: C33H35AsNP2Pt as an isolated structure, with wB97M-V/def2-TZVPD.

The geometry in XYZ format:
```
73
Properties=species:S:1:pos:R:3:forces:R:3:mulliken_charge:R:1
H -1.057 2.310 3.138 0.0 0.0 0.0 0.31
C -0.813 -0.185 -4.852 0.0 0.0 0.0 -0.79
H 2.456 0.527 4.231 0.0 0.0 0.0 0.49
C -0.443 -2.578 1.221 0.0 0.0 -0.1 0.73
C -1.134 2.805 -0.536 0.0 0.0 0.0 0.45
H -2.577 -0.169 -6.074 0.0 0.0 0.0 0.42
C 1.462 1.810 -1.437 0.0 0.0 0.0 -1.21
C -1.761 -2.614 -2.346 0.0 0.0 0.0 0.05
H -1.125 -6.289 -3.367 0.0 0.0 0.0 0.42
H -2.315 -1.696 0.480 0.0 0.0 0.0 0.51
H 3.672 0.652 -3.155 0.0 0.0 0.0 0.54
P 0.213 -2.589 -0.437 0.0 -0.1 0.0 -0.17
C -2.118 -1.439 2.612 0.0 0.0 0.0 -0.82
C -1.301 -5.263 -3.076 0.0 0.0 0.0 -0.78
H -3.009 -0.828 2.696 0.0 0.0 0.0 0.39
C -0.426 -2.851 3.613 0.0 0.0 0.0 -0.70
H 1.228 3.187 1.426 0.0 0.0 0.0 0.30
C 2.020 -2.904 -0.508 0.0 0.0 0.0 -0.51
C -2.467 5.068 0.378 0.0 0.0 0.0 -0.49
H -1.028 0.777 4.038 0.0 0.0 0.0 0.28
H -2.258 1.733 0.940 0.0 0.0 0.0 0.58
C -2.320 1.240 -3.006 0.0 0.0 0.0 -0.75
P -0.287 1.308 -1.096 0.0 0.0 0.0 0.74
C -0.751 -3.351 -1.733 0.0 0.0 0.0 0.96
H -3.917 1.098 -4.427 0.0 0.0 0.0 0.43
H -1.956 -1.759 4.698 0.0 0.0 0.0 0.47
H -2.911 1.805 -2.294 0.0 0.0 0.0 0.43
H -2.928 -4.994 -4.444 0.0 0.0 0.0 0.41
H -0.021 -3.300 4.511 0.0 0.0 0.0 0.44
C -2.135 0.132 -5.133 0.0 0.0 0.0 -0.67
Pt 0.100 -0.548 0.406 0.0 0.0 0.1 1.90
N 1.949 -0.451 -0.600 0.0 0.0 0.0 0.50
As 0.830 0.865 2.329 0.0 0.0 0.0 0.46
C -2.888 0.842 -4.208 0.0 0.0 0.0 -0.74
C -0.878 4.050 -1.111 0.0 0.0 0.0 -0.38
C -2.317 -4.531 -3.680 0.0 0.0 0.0 -0.58
C 3.196 0.080 -2.374 0.0 0.0 0.0 -0.82
H 2.262 -3.735 -1.170 0.0 0.0 0.0 0.57
H -2.984 5.950 0.733 0.0 0.0 0.0 0.40
C 1.859 2.453 1.925 0.0 0.0 0.0 -1.24
C -2.547 -3.212 -3.319 0.0 0.0 0.0 -0.93
H 1.532 2.317 -2.400 0.0 0.0 0.0 0.55
H 1.612 -0.992 3.842 0.0 0.0 0.0 0.27
H -0.166 4.140 -1.923 0.0 0.0 0.0 0.40
C -0.242 0.201 -3.649 0.0 0.0 0.0 -0.24
H 0.276 -5.249 -1.630 0.0 0.0 0.0 0.40
H 1.744 2.527 -0.664 0.0 0.0 0.0 0.62
H 2.357 -3.144 0.504 0.0 0.0 0.0 0.40
H 2.232 2.874 2.858 0.0 0.0 0.0 0.57
H -0.222 -0.738 -5.571 0.0 0.0 0.0 0.47
C 2.090 -0.109 3.426 0.0 0.0 0.0 -1.16
C -0.418 1.576 3.626 0.0 0.0 0.0 -1.08
C -1.608 -1.728 1.301 0.0 0.0 0.0 -0.62
H 0.968 -3.814 2.333 0.0 0.0 0.0 0.43
C -0.514 -4.677 -2.101 0.0 0.0 0.0 -0.69
H -3.464 3.747 1.743 0.0 0.0 0.0 0.45
C -2.735 3.832 0.947 0.0 0.0 0.0 -0.66
C -1.538 5.177 -0.650 0.0 0.0 0.0 -0.75
C -0.993 0.925 -2.722 0.0 0.0 0.0 0.27
C 2.287 0.559 -1.450 0.0 0.0 0.0 -0.53
C 0.122 -3.142 2.408 0.0 0.0 0.0 -0.69
H -3.327 -2.640 -3.804 0.0 0.0 0.0 0.48
H 2.702 2.189 1.287 0.0 0.0 0.0 0.39
C -2.064 2.703 0.495 0.0 0.0 0.0 -0.44
H 0.786 -0.070 -3.433 0.0 0.0 0.0 0.11
H 2.921 -0.417 2.792 0.0 0.0 0.0 0.36
H 3.973 -1.998 -2.672 0.0 0.0 0.0 0.49
H 0.145 2.059 4.425 0.0 0.0 0.0 0.48
C 3.357 -1.306 -2.120 0.0 0.0 0.0 -1.15
H -1.911 -1.574 -2.080 0.0 0.0 0.0 0.21
H -1.333 6.142 -1.095 0.0 0.0 0.0 0.44
C 2.554 -1.603 -1.041 0.0 0.0 0.0 -0.06
C -1.542 -1.967 3.720 0.0 0.0 0.0 -0.35
```
Forces are in eV/Å.

## Properties
- Total charge: +1


# 3
Computed, not measured: C33H35AsPdS5Sb2 as an isolated structure, with wB97M-V/def2-TZVPD.

The geometry in XYZ format:
```
77
Properties=species:S:1:pos:R:3:forces:R:3:mulliken_charge:R:1
H 5.498 4.363 0.873 0.0 0.0 0.0 0.45
C 4.380 -2.517 -1.690 0.0 0.0 0.0 -0.62
H 5.770 -3.788 -2.711 0.0 0.0 0.0 0.47
H 0.277 -2.842 2.258 0.0 0.0 0.0 0.45
C 4.845 2.934 -0.587 0.0 0.0 0.0 -0.69
H -2.147 1.973 2.063 0.0 0.0 0.0 0.44
H -3.842 -6.414 -0.159 0.0 0.0 0.0 0.46
H 3.850 -0.816 -5.121 0.0 0.0 0.0 0.45
C -3.540 -5.469 -0.592 0.0 0.0 0.0 -0.72
C 1.079 -3.831 -1.783 0.0 0.1 0.0 1.41
H -3.176 1.275 -1.096 0.0 0.0 0.0 0.32
As -2.370 -0.216 0.772 0.0 0.0 -0.1 0.52
C 2.891 -1.967 1.546 0.0 -0.1 -0.1 -1.22
H 5.443 -2.693 -4.899 0.0 0.0 0.0 0.44
C 2.316 -5.792 -2.418 0.0 0.0 0.0 -0.75
H -2.471 -2.096 -2.150 0.0 0.0 0.0 0.48
S 1.455 3.708 -2.822 0.1 0.2 0.0 0.05
Pd -0.054 -0.285 -0.148 -0.3 0.0 0.2 -0.02
C 3.578 1.070 0.262 0.0 0.0 -0.1 0.58
S 1.443 4.402 0.042 0.1 0.1 -0.1 0.14
S 0.339 1.837 0.849 0.0 0.1 0.0 -0.32
C 1.822 -4.094 -4.052 0.0 0.0 0.0 -0.51
H 5.312 3.447 -1.418 0.0 0.0 0.0 0.50
H -5.301 -5.284 -1.798 0.0 0.0 0.0 0.42
C 4.892 -2.347 -4.035 0.0 0.0 0.0 -0.75
H 2.708 -3.947 0.711 -0.1 0.0 0.1 0.08
C 4.371 2.771 1.766 0.0 0.0 0.0 -0.69
C -2.328 -4.899 -0.228 0.0 0.0 0.0 -0.32
C 0.757 2.532 -1.787 0.0 -0.2 0.1 0.08
C 4.156 1.747 -0.809 0.0 0.0 0.1 -0.54
C 0.813 2.865 -0.342 0.0 -0.2 0.1 0.26
H 0.719 -2.398 -3.354 0.0 0.0 0.0 0.25
H -4.066 -0.262 -1.079 0.0 0.0 0.0 0.32
H 2.918 -5.888 -4.472 0.0 0.0 0.0 0.45
H -1.693 -5.409 0.487 0.0 0.0 0.0 0.36
H 1.886 -3.723 -5.066 0.0 0.0 0.0 0.48
C 3.998 -1.291 -4.161 0.0 0.0 0.0 -0.91
C 2.269 -3.371 1.530 0.1 0.0 0.0 -0.45
H 2.597 -3.862 2.450 0.0 0.0 0.0 0.57
C -3.307 -1.739 1.526 0.1 0.0 0.0 -1.05
C 4.952 3.444 0.698 0.0 0.0 0.0 -0.64
H -4.469 1.003 0.100 0.0 0.0 0.0 0.44
C -1.954 -3.680 -0.781 0.0 0.0 0.1 0.43
C 0.736 -3.475 1.494 0.0 0.0 0.0 -0.92
C -3.974 -3.624 -2.079 0.0 0.0 0.0 -0.62
C 3.489 -1.458 -1.817 0.0 0.0 0.0 1.04
H -3.667 -2.407 0.751 0.0 0.0 0.0 0.29
H 2.546 -1.395 2.411 0.0 0.0 0.0 0.53
H -4.149 -1.343 2.092 0.0 0.0 0.0 0.50
Sb -0.087 -2.814 -0.359 0.0 -0.1 -0.1 0.92
C -4.360 -4.832 -1.514 0.0 0.0 0.0 -0.55
C 2.400 -5.312 -3.717 0.0 0.0 0.0 -0.70
C 1.653 -5.053 -1.448 0.0 0.0 0.0 -0.62
C 1.893 4.889 -1.596 0.0 0.3 0.0 0.09
C 5.077 -2.963 -2.805 0.0 0.0 0.0 -0.65
H 1.587 -5.448 -0.439 0.0 0.0 -0.1 0.39
H 4.541 -3.002 -0.735 0.0 0.0 0.0 0.32
C 3.681 1.586 1.551 0.0 0.0 0.0 -0.42
S 2.609 6.290 -1.912 -0.1 -0.3 0.1 0.00
H -1.835 0.570 3.105 0.0 0.0 0.0 0.40
S 0.073 1.166 -2.361 0.0 0.0 -0.1 -0.18
C 3.288 -0.851 -3.054 0.0 0.0 0.0 -0.19
H 3.975 -2.050 1.632 0.0 0.0 0.0 0.65
H 2.573 -0.043 -3.168 0.0 0.0 0.0 0.21
C 1.160 -3.351 -3.086 0.0 -0.1 0.0 -0.80
C -2.465 0.963 2.308 0.0 0.0 0.0 -1.38
H -2.651 -2.287 2.202 0.0 0.0 0.0 0.34
H 3.239 1.073 2.397 0.0 0.0 0.0 0.40
H -4.609 -3.139 -2.809 0.0 0.0 0.0 0.45
H 4.465 3.164 2.770 0.0 0.0 0.0 0.44
H 2.762 -6.743 -2.159 0.0 0.0 0.0 0.46
C -2.769 -3.043 -1.710 0.0 0.0 0.0 -0.64
H 0.426 -4.501 1.688 0.0 0.0 0.0 0.49
H -3.499 0.987 2.648 0.0 0.0 0.0 0.48
Sb 2.498 -0.699 -0.129 0.1 0.1 0.0 0.83
H 4.108 1.343 -1.812 0.0 0.0 0.0 0.40
C -3.660 0.536 -0.460 0.0 0.0 0.0 -1.10
```
Forces are in eV/Å.

## Properties
- Total charge: +2


| no. | electronic energy (a.u.) |
| --- | --- |
| 1 | -1407.5908 |
| 2 | -4370.8671 |
| 3 | -6113.0489 |